Below is a cluster of 10 separate species, C30H73ClNO15S2 in total, with properties calculated with ωB97M-V/def2-TZVPD.

Properties
HOMO-LUMO gap, eV: 6.87
DFT total energy, a.u.: -3626.791671
HOMO level, eV: -5.03
Charge: -1

Bonds (Å) are listed after each position.
Cartesian coordinates (Å):
1 H -2.9562 -0.9044 -5.3190  C100 1.092
2 H 6.7939 2.5871 -0.4420  C75 1.092
3 H -4.9367 3.7814 4.0938  C111 1.090
4 H 1.6075 -2.2877 0.4920  C26 1.090
5 O 3.4919 -2.5627 -2.2827  H46 0.964, C53 1.429
6 O 5.7315 0.9917 -1.2170  C75 1.420, H91 0.967
7 H -4.0988 1.4274 -7.5851  C43 1.092
8 C -5.5946 1.9528 3.1292  C39 1.529, Cl70 1.822, H89 1.090, C111 1.517
9 H -3.5579 -6.8444 8.9885  C48 1.096
10 O -1.0811 -0.1583 -5.1741  H90 0.969, C100 1.433
11 C 5.2768 -4.0997 -1.6540  H13 1.093, C53 1.517, H59 1.091, H78 1.091
12 H 0.2341 -2.4783 -0.5988  C26 1.090
13 H 4.8419 -4.2922 -0.6697  C11 1.093
14 H -5.0162 3.8793 2.3047  C111 1.086
15 H -10.9153 5.1065 1.1773  C113 1.092
16 H -3.7345 -0.5384 -9.0967  C71 1.097
17 H -3.0719 0.5369 -10.3317  C71 1.091
18 S 1.3008 1.4929 -3.1310  H79 1.337, C105 1.826
19 H -4.9789 1.6231 -9.1050  C43 1.091
20 O -5.9645 3.5078 -0.6898  C101 1.240
21 H -11.1587 3.3844 0.8725  C113 1.094
22 H 7.8894 1.2610 1.3674  C61 1.092
23 H 10.5956 4.6760 2.7952  C102 1.091
24 H -9.3073 2.9789 2.4236  O47 0.962
25 H 8.8379 4.5439 2.9302  C102 1.093
26 C 0.6137 -1.9108 0.2511  H4 1.090, H12 1.090, C63 1.526, H117 1.086
27 H -8.5087 4.8925 0.5140  C28 1.088
28 C -9.0930 4.0184 0.7923  H27 1.088, O47 1.434, C113 1.517, H115 1.094
29 H 7.7290 1.2699 -1.1386  C75 1.090
30 H -3.7091 -0.8004 1.5828  C116 1.088
31 H 10.5456 -1.2617 -2.3722  C62 1.090
32 H -10.7857 4.4680 -0.4740  C113 1.091
33 C -5.2504 1.5473 0.4899  C39 1.560, N50 1.445, C101 1.581, S104 1.860
34 H 2.4110 -0.5384 -2.3534  C105 1.085
35 H -2.1995 -8.0470 7.2459  C121 1.093
36 O 3.0432 1.9583 -0.3905  C87 1.205
37 H 10.6644 -1.8865 -0.7170  C62 1.091
38 C 8.6905 -2.0248 -1.5885  H55 1.097, H58 1.088, C62 1.517, O103 1.422
39 C -6.0983 1.4086 1.7915  C8 1.529, C33 1.560, H68 1.091, H74 1.094
40 H 10.5534 -3.0032 -2.0833  C62 1.093
41 H -2.3421 -5.5657 9.0393  C48 1.090
42 H -1.2690 -7.8140 8.7309  C121 1.091
43 C -3.9832 1.5576 -8.6630  H7 1.092, H19 1.091, C71 1.518, H99 1.091
44 H 9.4929 6.0309 1.0107  C114 1.096
45 C -3.0778 1.0865 -4.4909  H54 1.091, H66 1.093, H72 1.092, C100 1.515
46 H 3.0950 -2.7049 -1.4160  O5 0.964
47 O -8.8149 3.7679 2.1761  H24 0.962, C28 1.434
48 C -2.7976 -6.3202 8.3987  H9 1.096, H41 1.090, C121 1.517, O122 1.422
49 H 5.2957 -1.9447 -1.4710  C53 1.095
50 N -4.0395 2.3118 0.6864  C33 1.445, H93 1.013, H112 1.011
51 H -2.3691 -0.7564 -3.6614  C100 1.088
52 C -1.8433 -3.4909 4.8824  H60 1.091, C65 1.516, H106 1.093, O119 1.431
53 C 4.9060 -2.7133 -2.1458  O5 1.429, C11 1.517, H49 1.095, H56 1.087
54 H -4.0888 0.9820 -4.0953  C45 1.091
55 H 8.3474 -2.7990 -0.8917  C38 1.097
56 H 5.3308 -2.5285 -3.1296  C53 1.087
57 H -3.6850 -2.4035 4.5598  C65 1.091
58 H 8.3446 -1.0643 -1.2111  C38 1.088
59 H 4.9006 -4.8615 -2.3384  C11 1.091
60 H -2.0679 -4.2910 4.1760  C52 1.091
61 C 7.0043 0.8772 0.8557  H22 1.092, C75 1.518, H83 1.092, H95 1.092
62 C 10.2037 -2.0438 -1.6936  H31 1.090, H37 1.091, C38 1.517, H40 1.093
63 C 0.7171 -0.4314 -0.1087  C26 1.526, O82 1.451, C84 1.535, H94 1.088
64 H 10.3926 4.6929 0.2925  C114 1.090
65 C -2.6081 -2.2322 4.5231  C52 1.516, H57 1.091, H73 1.093, H107 1.088
66 H -3.1215 1.5904 -5.4600  C45 1.093
67 O 8.3964 4.4528 0.2348  H85 0.963, C114 1.422
68 H -6.4034 0.3721 1.9426  C39 1.091
69 O -1.8835 0.3099 -8.7252  C71 1.419, H98 0.966
70 Cl -4.0873 1.1223 3.7277  C8 1.822
71 C -3.1964 0.4035 -9.2565  H16 1.097, H17 1.091, C43 1.518, O69 1.419
72 H -2.5162 1.7254 -3.8053  C45 1.092
73 H -2.3736 -1.4230 5.2197  C65 1.093
74 H -7.0223 1.9708 1.6276  C39 1.094
75 C 6.8605 1.5003 -0.5215  H2 1.092, O6 1.420, H29 1.090, C61 1.518
76 H 0.3324 0.7797 1.6375  C84 1.089
77 H -6.4897 3.8553 3.2699  C111 1.093
78 H 6.3603 -4.2032 -1.5732  C11 1.091
79 H 1.8912 1.5271 -4.3306  S18 1.337
80 H -0.9849 -6.7697 7.3258  C121 1.090
81 O -6.9792 1.5488 -1.1532  C101 1.250
82 O 2.0807 0.0177 0.0998  C63 1.451, C87 1.356
83 H 7.0871 -0.2088 0.7767  C61 1.092
84 C -0.1745 0.5109 0.7120  C63 1.535, H76 1.089, O92 1.426, H120 1.092
85 H 7.6172 4.6696 0.7575  O67 0.963
86 O -1.9343 -0.0782 -1.0737  C118 1.204
87 C 2.5692 0.9226 -0.7839  O36 1.205, O82 1.356, C105 1.521
88 H -3.8385 -6.2330 6.7504  O122 0.962
89 H -6.3212 1.6480 3.8828  C8 1.090
90 H -0.5620 0.4178 -4.5931  O10 0.969
91 H 4.9433 1.2039 -0.6987  O6 0.967
92 O -1.4235 -0.0635 1.0925  C84 1.426, C118 1.352
93 H -3.7046 2.6368 -0.2127  N50 1.013
94 H 0.4542 -0.3046 -1.1568  C63 1.088
95 H 6.1288 1.0994 1.4703  C61 1.092
96 H -0.1976 -2.5992 5.4284  O119 0.962
97 H 3.5567 0.8076 -2.6355  C105 1.087
98 H -1.9438 0.1805 -7.7698  O69 0.966
99 H -3.4618 2.5007 -8.8307  C43 1.091
100 C -2.4025 -0.2621 -4.6302  H1 1.092, O10 1.433, C45 1.515, H51 1.088
101 C -6.1548 2.2884 -0.5739  O20 1.240, C33 1.581, O81 1.250
102 C 9.6967 4.3098 2.2967  H23 1.091, H25 1.093, H108 1.091, C114 1.517
103 O 8.0569 -2.1880 -2.8510  C38 1.422, H110 0.963
104 S -5.0133 -0.0834 -0.3729  C33 1.860, C116 1.805
105 C 2.5785 0.5288 -2.2526  S18 1.826, H34 1.085, C87 1.521, H97 1.087
106 H -2.1190 -3.8426 5.8802  C52 1.093
107 H -2.3450 -1.8876 3.5250  C65 1.088
108 H 9.7623 3.2247 2.2105  C102 1.091
109 H -3.6069 -1.8635 0.1846  C116 1.095
110 H 8.3231 -3.0385 -3.2149  O103 0.963
111 C -5.4716 3.4633 3.1984  H3 1.090, C8 1.517, H14 1.086, H77 1.093
112 H -3.3107 1.7833 1.1477  N50 1.011
113 C -10.5753 4.2607 0.5764  H15 1.092, H21 1.094, C28 1.517, H32 1.091
114 C 9.5405 4.9397 0.9252  H44 1.096, H64 1.090, O67 1.422, C102 1.517
115 H -8.7364 3.1796 0.1876  C28 1.094
116 C -3.6124 -0.8152 0.4992  H30 1.088, S104 1.805, H109 1.095, C118 1.506
117 H -0.0320 -2.0954 1.1045  C26 1.086
118 C -2.2772 -0.2712 0.0645  O86 1.204, O92 1.352, C116 1.506
119 O -0.4270 -3.2982 4.8079  C52 1.431, H96 0.962
120 H -0.3534 1.4272 0.1453  C84 1.092
121 C -1.7487 -7.2959 7.8990  H35 1.093, H42 1.091, C48 1.517, H80 1.090
122 O -3.4120 -5.6005 7.3370  C48 1.422, H88 0.962

Löwdin atomic charge list, values in e, 2 entries:
1. H 0.11
2. H 0.09